1.
Density functional theory data (wB97M-V/def2-TZVPD) for a molecular structure, C46H31CaCl2N9O6S2.

Values from the calculation:
* 2S+1: 1
* total charge: -2
* HOMO: -0.0946 hartree
* energy relative to the best compared isomer or geometry (same formula, charge and spin): 10.0 kcal per mole
* E: -139062.425 eV

Geometry (Å):
Ca: 0.453 1.844 0.496
Cl: 1.307 8.505 3.181
C: 0.979 6.794 3.077
C: 1.016 6.176 1.838
C: 0.761 4.806 1.683
N: 0.820 4.146 0.466
C: 0.991 4.819 -0.669
O: 1.101 6.041 -0.869
C: 1.018 3.956 -1.907
C: 1.307 4.573 -3.121
C: 1.305 3.817 -4.282
C: 1.008 2.463 -4.211
C: 0.738 1.925 -2.965
N: 0.748 2.640 -1.842
C: 0.456 4.042 2.846
C: 0.428 4.698 4.084
C: 0.683 6.054 4.201
Cl: 0.618 6.787 5.785
N: 0.185 2.683 2.697
C: -0.206 1.951 3.729
O: -0.325 2.242 4.934
C: -0.624 0.537 3.382
C: -1.226 -0.205 4.404
C: -1.690 -1.479 4.141
C: -1.514 -2.001 2.868
C: -0.897 -1.203 1.920
N: -0.471 0.039 2.155
H: 1.240 6.761 0.964
H: 1.509 5.634 -3.112
H: 1.519 4.280 -5.238
H: 0.957 1.832 -5.091
H: 0.488 0.877 -2.861
H: 0.202 4.128 4.967
H: -1.315 0.266 5.371
H: -2.174 -2.063 4.916
H: -1.835 -3.002 2.610
H: -0.739 -1.580 0.922
C: -0.529 -3.978 4.912
O: -0.603 -4.704 3.699
C: 0.498 -4.659 2.884
C: 0.548 -5.602 1.859
C: 1.638 -5.651 1.011
C: 2.681 -4.734 1.143
C: 2.615 -3.783 2.164
C: 1.535 -3.749 3.032
N: 3.846 -4.932 0.373
N: 4.483 -3.989 -0.127
C: 3.990 -2.681 -0.117
C: 4.854 -1.673 0.284
C: 4.421 -0.376 0.498
C: 3.078 0.014 0.270
O: 2.614 1.158 0.542
C: 2.224 -0.996 -0.351
N: 1.014 -0.578 -0.767
C: 0.233 -1.425 -1.406
C: 0.588 -2.763 -1.642
C: 1.795 -3.217 -1.183
C: 2.667 -2.330 -0.523
H: -1.439 -4.214 5.460
H: -0.484 -2.902 4.743
H: 0.340 -4.285 5.502
H: -0.271 -6.304 1.757
H: 1.699 -6.407 0.238
H: 3.405 -3.053 2.278
H: 1.509 -2.991 3.803
H: 5.881 -1.948 0.497
H: 5.104 0.378 0.869
H: -0.723 -1.035 -1.755
H: -0.087 -3.406 -2.190
H: 2.098 -4.241 -1.352
O: -0.072 -0.166 -6.692
S: -1.465 -0.399 -6.386
O: -2.369 -0.373 -7.511
N: -1.974 0.560 -5.176
C: -2.298 -0.129 -4.097
S: -2.801 0.509 -2.633
C: -2.153 -1.618 -4.256
C: -2.437 -2.619 -3.341
C: -2.198 -3.936 -3.710
C: -1.684 -4.250 -4.965
C: -1.408 -3.248 -5.886
C: -1.656 -1.944 -5.506
H: -2.833 -2.354 -2.369
H: -2.409 -4.735 -3.008
H: -1.498 -5.286 -5.224
H: -1.012 -3.475 -6.868
C: -4.743 3.053 -0.281
C: -3.707 3.741 -0.885
C: -2.403 3.404 -0.553
N: -2.104 2.450 0.326
C: -3.107 1.796 0.908
C: -4.439 2.061 0.638
H: -5.773 3.281 -0.526
H: -3.892 4.515 -1.617
H: -1.566 3.918 -1.009
H: -2.830 1.029 1.620
H: -5.215 1.493 1.133


2.
Density functional theory data (wB97M-V/def2-TZVPD) for a molecular structure, C46H32AlN9OS.

Values from the calculation:
* 2S+1: 1
* HOMO (alpha / beta): -0.2477 / -0.2476 hartree
* energy relative to the best compared isomer or geometry (same formula, charge and spin): 0.0 kcal per mole
* E: -81118.469 eV

Geometry (Å):
Al: 0.148 -0.003 -0.079
C: -5.674 -2.525 -4.446
C: -4.747 -1.646 -4.992
C: -3.697 -1.173 -4.217
C: -3.565 -1.572 -2.889
C: -4.499 -2.449 -2.347
C: -5.548 -2.925 -3.122
C: -2.426 -1.063 -2.064
C: -1.235 -1.793 -2.070
C: -1.057 -3.051 -2.747
C: 0.235 -3.411 -2.573
C: 0.854 -2.371 -1.793
C: 2.214 -2.319 -1.488
C: 3.104 -3.377 -2.062
C: 3.515 -3.306 -3.391
C: 4.335 -4.289 -3.929
C: 4.749 -5.358 -3.145
C: 4.341 -5.438 -1.820
C: 3.525 -4.451 -1.281
C: 2.795 -1.343 -0.680
N: 2.124 -0.381 0.030
C: 3.062 0.275 0.775
C: 2.801 1.276 1.719
C: 3.931 1.743 2.580
C: 4.457 0.892 3.551
C: 5.519 1.298 4.349
C: 6.070 2.564 4.186
C: 5.547 3.423 3.230
C: 4.482 3.013 2.435
C: 1.539 1.816 1.936
C: 1.238 2.808 2.941
C: -0.071 3.110 2.813
C: -0.581 2.312 1.726
N: 0.417 1.524 1.216
C: -1.881 2.406 1.242
C: -2.382 1.651 0.184
C: -3.732 1.765 -0.319
C: -3.878 0.806 -1.255
C: -2.623 0.094 -1.320
N: -1.723 0.649 -0.459
C: -2.816 3.351 1.930
C: -3.545 2.918 3.034
C: -4.426 3.781 3.674
C: -4.589 5.081 3.215
C: -3.867 5.517 2.112
C: -2.984 4.655 1.473
C: 4.372 -0.257 0.492
C: 4.205 -1.259 -0.405
N: -0.064 -1.403 -1.489
H: -6.493 -2.895 -5.050
H: -4.841 -1.329 -6.024
H: -2.968 -0.489 -4.635
H: -4.399 -2.751 -1.310
H: -6.270 -3.608 -2.692
H: -1.833 -3.578 -3.278
H: 0.737 -4.299 -2.926
H: 3.185 -2.473 -4.001
H: 4.649 -4.222 -4.963
H: 5.385 -6.126 -3.565
H: 4.657 -6.270 -1.204
H: 3.204 -4.508 -0.248
H: 4.023 -0.094 3.673
H: 5.915 0.627 5.100
H: 6.901 2.880 4.806
H: 5.967 4.414 3.105
H: 4.055 3.691 1.702
H: 1.949 3.200 3.650
H: -0.654 3.810 3.391
H: -4.462 2.481 0.025
H: -4.752 0.565 -1.840
H: -3.425 1.896 3.375
H: -4.991 3.433 4.530
H: -5.279 5.752 3.712
H: -3.992 6.529 1.746
H: -2.419 4.990 0.610
H: 5.291 0.090 0.938
H: 4.961 -1.888 -0.848
N: 3.595 2.898 -0.761
C: 2.846 3.856 -1.331
N: 3.370 5.087 -1.463
N: 1.628 3.657 -1.780
C: 1.135 2.453 -1.696
N: 0.740 1.368 -1.607
H: 4.525 3.079 -0.428
H: 3.182 2.000 -0.549
H: 4.251 5.340 -1.056
H: 2.781 5.800 -1.854
O: -2.752 -1.048 2.161
S: -1.434 -1.687 2.157
N: -0.342 -1.208 1.306